(1)
The following is a quantum chemistry calculation of 2 unconnected molecules or ions with the total composition C32H40N3O at a distorted geometry, from the Open Molecules 2025 dataset.

Its HOMO-LUMO gap is 4.8 eV. The total energy is -40343.6269 eV. For the maximum force, the calculation gives 3.5 eV/Å. The calculation puts the highest occupied orbital energy at -8.9310 eV.

The geometry in ORCA input format:
```
! wB97M-V def2-TZVPD RIJCOSX def2/J DEFGRID3
* xyz 1 1
C -2.361 -1.013 3.597
C -1.184 -0.024 3.615
C -1.258 1.101 2.561
C -1.991 0.700 1.290
N -1.995 1.619 0.299
C -1.369 2.919 0.411
C -1.611 3.603 -0.957
C -2.431 2.638 -1.814
C -2.648 1.374 -0.970
C -2.647 -0.505 1.147
C -2.606 -1.565 2.177
H -2.176 -1.837 4.301
H -3.273 -0.505 3.942
H -1.102 0.411 4.619
H -0.247 -0.586 3.458
H -1.725 2.004 3.008
H -0.223 1.413 2.337
H -1.821 3.500 1.234
H -0.292 2.817 0.633
H -2.155 4.538 -0.781
H -0.646 3.846 -1.416
H -3.397 3.066 -2.085
H -1.907 2.370 -2.732
H -2.180 0.529 -1.495
H -3.723 1.145 -0.871
H -3.364 -0.629 0.346
H -1.814 -2.284 1.920
H -3.544 -2.131 2.142
C -7.754 4.139 -5.824
C -7.854 2.930 -4.955
C -7.445 1.692 -5.454
C -7.577 0.528 -4.688
C -7.155 -0.805 -5.235
C -8.111 0.639 -3.403
N -8.365 -0.554 -2.656
C -7.425 -1.338 -2.049
C -6.041 -0.949 -1.707
C -5.050 -2.004 -1.827
C -3.777 -1.927 -1.321
C -3.004 -3.129 -1.037
C -1.671 -3.059 -0.568
C -0.884 -4.202 -0.441
C -1.387 -5.444 -0.861
C -2.734 -5.553 -1.241
C -3.551 -4.419 -1.253
O -5.819 0.224 -1.327
N -8.056 -2.429 -1.605
C -7.457 -3.514 -0.855
C -9.379 -2.422 -2.047
C -9.583 -1.252 -2.675
C -8.502 1.866 -2.868
C -9.001 1.954 -1.463
C -8.352 3.014 -3.652
H -8.137 5.018 -5.301
H -6.709 4.322 -6.104
H -8.323 4.004 -6.753
H -7.015 1.611 -6.455
H -7.978 -1.536 -5.252
H -6.818 -0.663 -6.269
H -6.314 -1.243 -4.673
H -5.337 -2.830 -2.492
H -3.232 -1.004 -1.478
H -1.276 -2.076 -0.289
H 0.121 -4.123 -0.020
H -0.749 -6.328 -0.863
H -3.160 -6.519 -1.530
H -4.618 -4.526 -1.467
H -8.252 -3.997 -0.272
H -7.006 -4.265 -1.523
H -6.700 -3.126 -0.167
H -10.045 -3.246 -1.865
H -10.466 -0.842 -3.135
H -9.240 3.000 -1.242
H -9.914 1.364 -1.305
H -8.233 1.622 -0.748
H -8.627 3.982 -3.230
*
```

Results of the Löwdin charge analysis, in e, for atoms 1 through 6:
1 C -0.192
2 C -0.188
3 C -0.120
4 C -0.224
5 N -0.098
6 C -0.153

---

(2)
The following is a quantum chemistry calculation of a molecular structure, C8H16BF2RhS4, from the Open Molecules 2025 dataset.

Its HOMO-LUMO gap is 9.1 eV. The total energy is -61004.5824 eV. For the maximum force, the calculation gives 0.7 eV/Å. The calculation puts the highest occupied orbital energy at -16.9645 eV.

The geometry in ORCA input format:
```
! wB97M-V def2-TZVPD RIJCOSX def2/J DEFGRID3
* xyz 2 1
Rh -0.061 0.046 -0.829
C 0.717 -1.875 1.532
C -0.787 -2.170 1.507
S -1.590 -1.445 0.029
C -3.112 -0.523 0.348
C -2.991 0.977 0.210
S -1.897 1.697 -1.103
C 0.599 1.324 0.643
C 1.534 2.205 -0.142
S 1.746 1.232 -1.686
C 3.131 0.108 -1.262
C 2.937 -0.720 0.005
S 1.342 -1.576 -0.160
H 1.264 -2.721 1.947
H 0.925 -0.999 2.138
H -1.259 -1.817 2.421
H -0.971 -3.238 1.415
H -3.484 -0.780 1.340
H -3.803 -0.931 -0.387
H -2.576 1.410 1.121
H -3.977 1.419 0.066
H 1.087 0.803 1.459
H -0.271 1.841 1.039
H 2.504 2.404 0.311
H 1.088 3.151 -0.447
H 4.029 0.722 -1.186
H 3.241 -0.532 -2.139
H 2.950 -0.112 0.908
H 3.717 -1.477 0.082
F -1.564 1.348 -3.759
B -2.034 0.740 -2.715
F -2.434 -0.513 -2.704
*
```

Results of the Löwdin charge analysis, in e, for atoms 1 through 6:
1 Rh 0.316
2 C -0.415
3 C -0.398
4 S 0.926
5 C -0.422
6 C -0.432

---

(3)
The following is a quantum chemistry calculation of a molecular structure, C22H38N4O3PSnTe at a distorted geometry, from the Open Molecules 2025 dataset.

Its HOMO-LUMO gap is 6.5 eV. The total energy is -57940.9067 eV. For the maximum force, the calculation gives 1.1 eV/Å. The calculation puts the highest occupied orbital energy at -9.4275 eV.

The geometry in ORCA input format:
```
! wB97M-V def2-TZVPD RIJCOSX def2/J DEFGRID3
* xyz 1 1
Sn -0.506 0.442 0.580
C 2.123 0.161 1.850
C 1.988 -1.211 1.741
C 0.798 -1.597 2.367
C 0.176 -0.458 2.876
C 0.984 0.671 2.525
H 2.978 0.747 1.553
H 2.698 -1.878 1.284
H 0.475 -2.612 2.521
H -0.636 -0.447 3.580
H 0.934 1.629 3.014
C -3.384 -0.093 7.447
C -3.176 0.333 6.029
C -2.477 1.484 5.715
C -2.352 1.921 4.404
C -1.619 3.199 4.152
C -2.913 1.174 3.374
Te -2.742 1.862 1.350
C -3.598 0.003 3.669
C -4.185 -0.889 2.622
C -3.724 -0.398 4.989
H -2.732 0.447 8.129
H -3.215 -1.162 7.561
H -4.417 0.105 7.731
H -2.018 2.054 6.510
H -1.293 3.633 5.093
H -2.248 3.922 3.632
H -0.743 3.023 3.530
H -3.391 -1.498 2.188
H -4.667 -0.305 1.839
H -4.921 -1.546 3.076
H -4.270 -1.305 5.208
N 0.810 3.604 -0.265
C 0.386 4.827 -0.612
C -0.745 4.647 -1.378
C -0.918 3.266 -1.435
N 0.034 2.647 -0.757
H 1.604 3.354 0.302
H 0.899 5.713 -0.300
H -1.379 5.388 -1.817
H -1.690 2.708 -1.924
N -3.397 -1.171 -3.924
C -3.907 -1.508 -2.569
C -2.733 -1.717 -1.589
N -3.115 -1.852 -0.221
H -4.112 -0.704 -4.487
H -3.103 -2.019 -4.415
H -2.536 -0.541 -3.828
H -4.529 -2.404 -2.617
H -4.517 -0.675 -2.216
H -2.089 -0.835 -1.652
H -2.151 -2.591 -1.882
H -3.620 -2.707 -0.034
H -3.680 -1.065 0.077
C 0.553 -2.337 -5.386
O 0.890 -1.234 -4.569
P 0.073 -0.933 -3.177
O 1.085 0.144 -2.583
C 2.266 -0.264 -1.907
O -1.073 0.180 -3.723
C -0.661 1.342 -4.449
H 1.384 -2.500 -6.071
H -0.352 -2.136 -5.966
H 0.399 -3.241 -4.794
H 2.017 -0.738 -0.956
H 2.828 0.649 -1.727
H 2.857 -0.946 -2.517
H -1.567 1.855 -4.770
H -0.060 1.052 -5.309
H -0.070 1.988 -3.802
*
```

Results of the Löwdin charge analysis, in e, for atoms 1 through 6:
1 Sn 0.914
2 C -0.200
3 C -0.179
4 C -0.160
5 C -0.283
6 C -0.329

---

(4)
The following is a quantum chemistry calculation of a molecular structure, C4H12BrMnO2 at a distorted geometry, from the Open Molecules 2025 dataset.

Its HOMO-LUMO gap (spin up / spin down) is 6.2 / 5.9 eV. The total energy is -109793.3686 eV. For the maximum force, the calculation gives 1.7 eV/Å. The calculation puts the highest occupied orbital energy (spin up / spin down) at -12.3610 / -12.3608 eV.

The geometry in ORCA input format:
```
! wB97M-V def2-TZVPD RIJCOSX def2/J DEFGRID3
* xyz 1 6
Mn 2.036 -2.218 2.749
Br 0.020 -0.919 2.325
C -3.925 1.237 -1.051
C -2.780 1.472 -0.090
O -1.653 0.635 -0.446
H -4.293 0.216 -1.029
H -3.630 1.468 -2.077
H -4.695 1.979 -0.816
H -3.092 1.218 0.927
H -2.500 2.528 -0.091
H -1.300 0.224 0.343
C 2.642 0.023 -0.325
C 2.728 -1.479 -0.206
O 3.277 -1.907 1.111
H 1.926 0.246 -1.115
H 3.599 0.444 -0.651
H 2.389 0.513 0.610
H 3.290 -1.934 -1.016
H 1.721 -1.897 -0.227
H 4.239 -1.849 1.076
*
```

Results of the Löwdin charge analysis, in e, for atoms 1 through 6:
1 Mn 0.922
2 Br 0.114
3 C -0.091
4 C -0.305
5 O -0.118
6 H 0.074

---

(5)
The following is a quantum chemistry calculation of C3H3N5 in the gas phase at a distorted geometry, from the Open Molecules 2025 dataset.

The SMILES is [H]/N=c1/cnncnn1. Its HOMO-LUMO gap is 9.0 eV. The total energy is -10605.7272 eV. For the maximum force, the calculation gives 2.7 eV/Å. The calculation puts the highest occupied orbital energy at -9.8881 eV.

The geometry in ORCA input format:
```
! wB97M-V def2-TZVPD RIJCOSX def2/J DEFGRID3
* xyz 0 1
H 2.373 -0.682 0.729
N 1.968 0.211 0.775
C 0.999 0.238 -0.030
C 0.109 1.280 -0.558
N -1.109 1.357 -0.283
N -1.756 0.396 0.528
C -1.339 -0.830 0.417
N -0.508 -1.406 -0.554
N 0.619 -0.951 -0.799
H 0.551 2.001 -1.163
H -1.907 -1.614 0.937
*
```

Results of the Löwdin charge analysis, in e, for atoms 1 through 6:
1 H 0.039
2 N 0.200
3 C -0.396
4 C -0.107
5 N 0.051
6 N 0.069